{
  "formula": "C26H40BrF3O18S3",
  "method": "wB97M-V/def2-TZVPD",
  "elements": ["C", "C", "C", "O", "C", "O", "C", "S", "C", "O", "C", "C", "C", "C", "C", "Br", "O", "C", "C", "C", "C", "S", "O", "O", "O", "O", "C", "O", "C", "S", "H", "H", "H", "H", "H", "H", "H", "H", "H", "H", "H", "H", "H", "H", "H", "H", "H", "H", "H", "H", "H", "H", "H", "H", "H", "H", "H", "H", "H", "H", "H", "O", "C", "O", "C", "C", "F", "O", "H", "H", "H", "O", "C", "O", "C", "C", "F", "O", "H", "H", "H", "O", "C", "O", "C", "C", "F", "O", "H", "H", "H"],
  "xyz": [[6.40728, -1.59683, -0.41260], [6.85100, -0.67863, -1.58715], [5.70744, 0.17604, -2.12375], [4.83627, 0.66869, -1.08081], [4.13761, 1.74678, -1.55945], [4.62207, 2.80140, -1.62820], [2.70412, 1.56344, -2.05274], [1.50635, 1.40269, -0.67835], [0.46026, 2.89718, -0.79934], [-0.60615, 2.60399, -1.66560], [-1.67677, 3.53561, -1.52343], [-3.06049, 2.82207, -1.58838], [-4.03117, 3.31892, -0.50002], [-3.51594, 3.20096, 0.95885], [-3.59330, 1.78602, 1.56764], [-1.91441, 0.79576, 1.44593], [-2.81431, 1.42637, -1.57896], [-3.98180, 0.63823, -1.67346], [-3.68324, -0.54721, -2.61380], [-2.37783, -1.26792, -2.19384], [-2.55333, -2.75413, -1.81479], [-3.64339, -3.02835, -0.40869], [-3.01000, -2.67057, 0.81130], [-4.90666, -2.38823, -0.56977], [-3.88006, -4.63345, -0.37397], [8.06450, 0.04954, -1.29536], [7.88035, 1.35703, -0.89638], [8.00019, 2.19372, -1.69472], [7.58426, 1.77987, 0.55174], [8.00800, 0.49110, 1.80192], [6.09265, -2.55135, -0.85585], [7.30849, -1.83463, 0.16032], [5.63007, -1.14926, 0.20884], [7.11432, -1.37400, -2.39349], [5.09747, -0.48751, -2.76547], [6.04778, 0.97697, -2.79234], [2.38523, 2.42604, -2.64565], [2.66730, 0.69425, -2.72453], [0.12408, 3.19928, 0.20157], [1.11550, 3.69464, -1.19747], [-1.56059, 4.18551, -0.64654], [-1.60721, 4.19888, -2.40333], [-3.49491, 3.07327, -2.57582], [-5.02870, 2.86760, -0.55292], [-4.17501, 4.39731, -0.68864], [-2.52359, 3.64542, 1.09703], [-4.18912, 3.82284, 1.57176], [-4.44952, 1.24295, 1.15956], [-3.79281, 1.90800, 2.63733], [-4.25567, 0.19231, -0.70281], [-4.86197, 1.19284, -2.03327], [-4.55267, -1.21065, -2.67432], [-3.57561, -0.10228, -3.61510], [-1.70526, -1.22669, -3.06035], [-1.84609, -0.77379, -1.37200], [-1.57219, -3.14121, -1.50282], [-2.84402, -3.37212, -2.67637], [-3.97842, -4.96109, -1.28387], [8.23375, 2.61758, 0.81577], [6.54645, 2.09421, 0.68308], [6.85141, -0.19032, 1.99160], [-2.80010, 0.78194, 6.05506], [-2.74025, -0.32638, 5.63320], [-2.71984, -0.64259, 4.31228], [-2.50605, -2.05259, 4.21401], [-2.99602, -2.53718, 5.55036], [-2.30174, -3.62884, 5.96537], [-2.69066, -1.44624, 6.41030], [-1.44252, -2.24811, 4.06141], [-3.06310, -2.47715, 3.38196], [-4.05543, -2.74340, 5.58934], [3.69034, 7.23587, -5.66329], [3.86475, 6.07101, -5.55321], [4.85451, 5.50468, -4.81253], [4.64100, 4.09242, -4.82707], [3.83255, 3.90708, -6.08217], [2.96342, 2.86965, -5.96267], [3.09822, 5.11192, -6.16184], [4.09195, 3.79904, -3.93068], [5.58634, 3.55384, -4.85185], [4.42649, 3.78045, -6.98957], [-5.09770, -4.42206, 5.54343], [-4.90598, -5.57498, 5.75307], [-3.91068, -6.05916, 6.53581], [-4.10208, -7.47055, 6.64408], [-4.90860, -7.77394, 5.41000], [-5.76195, -8.80615, 5.61543], [-5.65802, -6.58666, 5.23020], [-4.64919, -7.69457, 7.56144], [-3.14914, -7.99466, 6.66442], [-4.31252, -7.96781, 4.51604]],
  "forces_ev_per_angstrom": [[0.626, -0.029, -0.718], [-0.352, -0.670, 0.506], [-0.372, -0.869, -0.755], [0.071, -0.120, -0.381], [-2.099, -1.503, -0.195], [1.849, 3.097, 0.010], [-0.195, -0.530, -0.051], [-0.079, -0.162, 0.450], [0.910, -0.260, -0.757], [-0.179, 0.530, 0.762], [-0.026, 0.171, -1.125], [-0.052, -0.095, -0.192], [0.865, 0.561, 0.547], [-0.622, -0.205, -0.113], [-0.126, 0.979, 0.537], [-0.353, 0.063, -0.154], [-0.550, 0.327, 0.155], [-0.359, -1.243, -0.066], [0.090, 0.996, -0.120], [-0.421, -0.293, -0.199], [0.726, -0.236, -0.195], [-0.731, 0.454, 0.650], [1.162, -0.589, 0.293], [-0.555, -0.191, -1.139], [0.641, 0.589, -0.469], [-0.788, 0.042, 0.716], [-0.253, -1.291, 1.645], [0.387, 2.593, -2.264], [0.121, -1.590, 0.655], [-0.009, 0.172, 0.282], [-0.377, 0.289, 0.249], [-0.264, 0.169, 0.069], [0.152, -0.200, -0.040], [0.247, 0.469, -0.008], [0.157, 0.064, 0.267], [0.170, 0.041, 0.497], [0.379, -0.038, 0.170], [-0.235, 0.006, 0.368], [0.079, -0.401, -0.093], [-0.269, -0.083, 0.100], [-0.025, -0.397, 0.026], [-0.159, 0.031, 0.334], [-0.056, -0.055, 0.298], [0.247, -0.064, -0.217], [-0.027, -0.282, -0.074], [-0.139, -0.250, -0.088], [0.135, -0.152, -0.144], [0.489, -0.276, -0.135], [0.296, -0.306, -0.158], [0.146, 0.386, -0.015], [0.306, 0.022, -0.051], [0.224, 0.065, 0.232], [0.209, -0.277, 0.163], [0.058, -0.266, 0.342], [-0.335, 0.157, -0.165], [-0.324, -0.013, 0.144], [-0.403, 0.202, 0.281], [-0.184, 0.015, 0.242], [-0.133, -0.080, -0.306], [0.152, -0.048, -0.319], [0.191, 0.525, -0.360], [0.040, -0.081, -0.038], [0.122, 0.330, 0.057], [-0.116, -0.107, 0.545], [-0.031, -0.142, -0.596], [0.574, 0.132, 0.154], [-0.042, -0.011, 0.081], [-0.234, 0.212, -0.416], [-0.006, -0.059, 0.177], [-0.054, 0.242, -0.064], [0.026, -0.060, 0.114], [-0.058, -0.098, 0.021], [-0.021, 0.433, 0.178], [-0.326, -0.100, -0.336], [0.467, -0.187, 0.285], [-0.426, -0.084, 0.158], [-0.016, -0.045, -0.094], [0.555, 0.041, -0.028], [-0.110, -0.036, -0.101], [0.092, 0.226, 0.023], [-0.110, -0.135, -0.037], [-0.346, -0.529, 0.039], [-0.076, 0.353, 0.104], [-0.327, -0.085, -0.267], [0.456, -0.148, 0.287], [-0.449, -0.200, 0.169], [-0.010, -0.007, -0.108], [0.568, 0.128, -0.048], [-0.160, -0.059, -0.133], [0.083, 0.227, -0.032], [-0.095, -0.107, -0.021]],
  "mulliken_charge": [-1.437, 0.227, -0.780, -0.120, 0.336, -0.449, -0.643, -0.107, -0.588, -0.236, -1.050, 0.395, -1.062, -0.509, -0.890, -0.188, -0.164, -0.222, -1.151, -0.395, -0.986, 1.136, -0.500, -0.627, -0.472, -0.388, 0.703, -0.474, -0.498, -0.200, 0.365, 0.440, 0.237, 0.368, 0.475, 0.438, 0.193, 0.578, 0.392, 0.406, 0.466, 0.339, 0.254, 0.442, 0.425, 0.266, 0.449, 0.442, 0.523, -0.040, 0.460, 0.524, 0.425, 0.277, 0.235, 0.412, 0.560, 0.361, 0.425, 0.157, 0.106, -0.530, 0.489, -0.134, -0.437, 0.399, -0.335, -0.374, 0.205, 0.248, 0.527, -0.498, 0.615, -0.344, 0.001, 0.313, -0.259, -0.316, -0.049, 0.255, 0.230, -0.517, 0.608, -0.280, -0.414, 0.302, -0.292, -0.305, 0.283, 0.262, 0.287],
  "e_homo_ev": -9.2,
  "molar_mass_g_mol": 873.7,
  "energy_ha": -6437.148109,
  "max_force_ev_per_a": 3.61,
  "smiles": "C[C@@H](COC(=O)CSCOC[C@H](CCCBr)OCCCCS(=O)(=O)O)OC(=O)CS.O=C1OC[C@@H](F)O1.O=C1OC[C@@H](F)O1.O=C1OC[C@@H](F)O1"
}